Entry a
Computed, not measured: an isolated molecule of C4H2O2, with wB97M-V/def2-TZVPD.

Positions of all 8 atoms, in Å:
O 2.44280 -0.48056 -1.14682
O -0.74640 1.39088 0.22773
C -1.00595 0.10400 0.13538
C -0.35643 -0.88746 1.10077
C 1.38957 -0.71885 -0.72214
C 0.30690 -0.86923 -0.06403
H -0.21066 1.67465 1.05003
H -1.81983 -0.21343 -0.58092

The value obtained for the HOMO-LUMO gap is 7.8 eV. As for the net charge: 0. The LUMO energy comes out at -0.025 Ha. The value obtained for the HOMO energy is -8.4 eV.

These are the natural (NBO) partial charges, in e, on atoms 1 to 5:
1 O -0.417
2 O -0.667
3 C 0.144
4 C -0.003
5 C 0.765



Entry b
Computed, not measured: an isolated molecule of C4H2O2, with wB97M-V/def2-TZVPD.

Positions of all 8 atoms, in Å:
O -1.07519 2.35007 0.88035
O -0.52614 -2.10192 0.41099
C 0.88764 -0.31739 -0.30568
C 0.81004 0.96185 0.07168
C -0.39470 -1.09053 -0.22917
C -0.26894 1.62217 0.46934
H -1.24671 -0.59862 -0.74103
H 1.81400 -0.82563 -0.55648

The value obtained for the HOMO-LUMO gap is 8.4 eV. As for the net charge: 0. The LUMO energy comes out at -0.046 Ha. The value obtained for the HOMO energy is -9.6 eV. Its SMILES is O=C=C=CC=O.

These are the natural (NBO) partial charges, in e, on atoms 1 to 5:
1 O -0.416
2 O -0.484
3 C -0.161
4 C -0.350
5 C 0.377



Entry c
Computed, not measured: an isolated molecule of C4H2O2, with wB97M-V/def2-TZVPD.

Positions of all 8 atoms, in Å:
O -2.27614 1.40096 0.01820
O -2.38863 -0.92950 -0.01731
C 0.03300 -1.93810 -0.00454
C -1.19958 -1.67702 -0.02512
C -1.94377 0.28105 0.02973
C -0.17753 -0.11948 0.00951
H 0.31802 -0.05968 -0.93862
H 0.50504 0.01093 0.84321

The value obtained for the HOMO-LUMO gap is 10.3 eV. As for the net charge: 0. The LUMO energy comes out at 0.000 Ha. The value obtained for the HOMO energy is -10.3 eV.

These are the Mulliken partial charges, in e, on atoms 1 to 5:
1 O -0.395
2 O -0.271
3 C -0.508
4 C 0.424
5 C 0.501



Name the most stable of them. entry b.



Entry a
Computed, not measured: an isolated molecule of C3H7ClFN, with wB97M-V/def2-TZVPD.

Positions of all 13 atoms, in Å:
Cl 2.26615 1.47146 0.22032
F 2.00979 0.22571 -2.06558
N -1.95472 0.06723 0.63248
C 0.07479 -0.00360 -0.71346
C -0.52338 -0.22536 0.68172
C 1.63614 0.07944 -0.75533
H -2.24070 0.71018 1.36828
H -0.31421 0.93466 -1.02361
H -0.05358 0.42863 1.36746
H -0.39633 -1.24017 1.07129
H -0.23036 -0.78578 -1.40008
H 2.08096 -0.82093 -0.37250
H -2.35457 -0.84148 0.98901

The value obtained for the HOMO-LUMO gap is 10.8 eV. As for the net charge: 0. The LUMO energy comes out at 0.032 Ha. The value obtained for the HOMO energy is -9.9 eV. Its SMILES is NCC[C@@H](F)Cl.

These are the natural (NBO) partial charges, in e, on atoms 1 to 5:
1 Cl -0.088
2 F -0.343
3 N -0.828
4 C -0.445
5 C -0.226



Entry b
Computed, not measured: an isolated molecule of C3H7ClFN, with wB97M-V/def2-TZVPD.

Positions of all 13 atoms, in Å:
Cl -0.30560 0.71993 1.43833
F 1.40727 -0.12477 -0.21904
N -0.19870 1.07760 -2.07754
C -0.22711 -1.86779 0.45541
C 0.20387 -0.30342 0.11943
C -0.52997 -0.12798 -1.08003
H 0.72843 1.13292 -2.06024
H -1.29742 -2.09120 0.72769
H -0.83221 1.82434 -1.61211
H 0.02784 -2.34046 -0.63334
H -0.17394 -1.02024 -1.64917
H 0.44933 -2.34789 1.21944
H -1.66205 -0.02138 -0.89858

The value obtained for the HOMO-LUMO gap is 10.6 eV. As for the net charge: 0. The LUMO energy comes out at 0.030 Ha. The value obtained for the HOMO energy is -9.8 eV. Its SMILES is C[C@](F)(Cl)CN.

These are the natural (NBO) partial charges, in e, on atoms 1 to 5:
1 Cl -0.055
2 F -0.313
3 N -0.822
4 C -0.646
5 C 0.313



Name the most stable of them. entry a.



Entry a
Computed, not measured: a structure of composition C59H42N7O3RuS3, with wB97M-V/def2-TZVPD.

Positions of all 115 atoms, in Å:
Ru 0.96430 2.32934 1.04182
S 0.22665 -1.70999 -1.48775
S -1.78704 0.62005 -0.69705
S 1.24436 4.52322 2.31657
O 0.99032 -1.41744 -2.72657
O -0.43198 2.29297 2.88889
O -1.26041 1.79795 0.07734
N 1.65802 0.31469 0.80667
N 11.34594 3.24414 -1.76379
N -0.99472 3.44443 3.20140
N 5.63866 -1.61571 1.24376
N 4.58963 0.25279 -2.57942
N 5.39993 2.38556 1.36373
N 3.23557 2.41671 1.70304
C 0.50052 4.63409 -0.97340
C -6.13999 -3.69226 -2.89988
C 4.23367 -0.06308 -1.52659
C 2.07708 3.51073 -2.96371
C 5.17068 1.74460 2.56617
C 6.72487 2.44815 -0.66731
C -3.97459 0.56406 -2.27407
C 1.53985 -4.15668 -1.64543
C 7.93785 2.62801 -1.30474
C -3.52103 0.95286 -1.02099
C 2.19056 -5.23142 -1.06369
C -0.33999 4.60936 2.96058
C 3.82764 1.75885 2.75432
C 2.95616 -6.55416 0.93220
C 6.65006 2.55778 0.71527
C -5.01734 -3.65163 -3.67362
C -5.72884 1.63433 -0.41894
C 1.48612 -4.51308 1.11514
C 7.78615 2.83587 1.46312
C -2.84476 -5.20917 1.98804
C -3.77914 -3.21756 -3.13855
C -3.71285 -2.83575 -1.77392
C -4.90331 -2.86457 -1.00354
C 0.70149 5.31143 -2.16991
C -6.08326 -3.28062 -1.55175
C -4.39144 1.49384 -0.08989
C -7.67005 1.36865 -2.01242
C -2.70651 -4.30872 0.97199
C -2.84676 4.60085 4.13257
C 3.87861 -0.40891 -0.19739
C 0.86961 -3.25804 -0.83168
C -2.12556 -0.65406 0.55170
C -5.31862 0.69694 -2.58791
C -1.35929 -2.36008 -2.06481
C 9.07925 2.92069 -0.56044
C -2.38482 -1.96659 0.20124
C -1.43165 -2.74507 -3.41665
C 0.83694 -3.42642 0.54465
C 4.83558 -1.08914 0.60227
C -6.21089 1.23907 -1.66713
C 2.67119 -0.01661 0.33491
C -2.61641 -3.16222 -3.94187
C -2.46312 -2.39677 -1.23517
C -2.57214 -2.92235 1.24528
C -0.97693 5.81385 3.28630
C 4.19489 2.77067 0.88352
C 1.84379 2.81644 -1.78123
C 1.06775 3.38467 -0.77991
C 8.99727 3.02434 0.82632
C -2.88232 -4.77498 3.33040
C -2.22387 5.81975 3.86801
C 10.33977 3.10228 -1.22570
C 2.18527 -5.41525 0.31942
C -2.56255 -2.49281 2.59729
C -2.32214 -1.13078 2.89251
C -2.75164 -3.44957 3.62554
C -2.08220 -0.23683 1.89345
C -2.21388 3.43928 3.77735
C 1.50196 4.75748 -3.16190
H -3.27426 0.14717 -2.99133
H 0.22816 6.27319 -2.32544
H -8.18279 0.42130 -1.83298
H -3.00501 -5.50156 4.12364
H 9.88597 3.25413 1.39810
H -7.07987 -4.03607 -3.31333
H 2.69852 3.06248 -3.72921
H 1.67655 5.29883 -4.08320
H 2.73426 -5.92876 -1.69137
H 8.00528 2.52919 -2.37930
H 1.57892 -3.98482 -2.71481
H -3.81109 4.55597 4.61741
H -7.79808 1.62783 -3.06290
H 4.05663 3.32162 -0.03423
H -5.05033 -3.96007 -4.71246
H 7.71840 2.91756 2.54009
H 0.34650 -2.68537 1.16747
H 2.52104 -7.51519 0.65032
H -6.41478 2.04804 0.31138
H -2.70469 6.75534 4.12058
H -1.83176 0.79841 2.09259
H 1.47256 -4.63620 2.19176
H -0.10203 5.09218 -0.19967
H 3.24563 1.34541 3.56042
H 5.84458 2.19799 -1.24631
H -2.77005 -3.11101 4.65501
H -5.67379 0.37496 -3.55994
H -4.87351 -2.54936 0.03077
H -2.31200 -0.81852 3.93055
H -2.92054 -6.26691 1.76988
H -0.52547 -2.68873 -4.00863
H 3.98814 -6.53950 0.57920
H 2.95872 -6.48428 2.01885
H -4.02608 1.79401 0.88579
H -2.67935 -4.64607 -0.05551
H -6.98267 -3.30064 -0.94955
H -0.44009 6.72710 3.07473
H 5.96976 1.31750 3.14497
H -2.63788 2.46230 3.95377
H -8.15223 2.13716 -1.40925
H -2.68483 -3.45860 -4.98211
H 2.25764 1.81952 -1.67984

The value obtained for the HOMO-LUMO gap (spin up / spin down) is 7.2 / 7.3 eV. As for the net charge: 0. The LUMO energy (spin up / spin down) comes out at -0.022 / -0.014 Ha. The value obtained for the HOMO energy (spin up / spin down) is -7.8 / -7.7 eV. Its spin multiplicity is 2.

These are the Mulliken partial charges, in e, on atoms 1 to 5:
1 Ru 0.686
2 S 1.461
3 S 0.801
4 S -0.447
5 O -0.904



Entry b
Computed, not measured: a structure of composition C59H42N7O3RuS3, with wB97M-V/def2-TZVPD.

Positions of all 115 atoms, in Å:
Ru -1.92532 -1.06913 0.85933
S -0.21119 1.05413 -0.58278
S -3.15806 -3.12315 0.96345
S 0.38496 0.51560 2.65333
O -0.40797 -2.52797 0.41704
O -0.39180 0.96309 3.84062
O -0.23531 2.29677 0.22816
N -2.48182 -1.02651 -1.20805
N -6.58334 3.33331 -7.77473
N 0.08416 -1.97198 6.75825
N -4.29118 -2.57946 6.30731
N -1.85121 -1.34957 2.81683
N -3.43084 -0.46396 -3.10647
N -0.65771 -3.82466 0.43630
C -3.27911 -2.28615 5.83863
C 1.50819 1.89669 2.32412
C -5.38966 1.88110 -5.98901
C -2.12305 -5.64666 0.68753
C 1.52277 -0.94006 -1.22315
C -4.40710 -0.20871 -5.32199
C -5.08871 2.41493 -4.74066
C -2.87051 -1.71641 -3.28998
C 1.41764 3.01022 3.17818
C 4.65545 5.31810 0.42303
C 2.67936 -1.64684 -1.22506
C 3.05441 4.14159 1.80652
C 0.04621 1.61164 -2.27025
C 4.69607 4.21378 -0.46197
C -1.90384 -4.25235 0.68927
C -4.80823 -0.17222 1.03440
C 0.84650 3.32462 -3.72848
C 0.37224 -4.66783 0.18608
C 3.23398 -2.60208 4.36823
C 5.79880 -0.57150 1.39005
C 0.65798 2.84606 -2.44463
C 1.88562 -1.79728 2.52991
C 3.94757 3.10215 -0.21375
C 0.18174 -6.01748 0.16784
C -4.44810 1.64297 -3.78964
C 4.66669 0.18863 1.34134
C -4.10694 0.32757 -4.07929
C 1.58632 -0.65829 3.26419
C -5.82200 0.75715 1.22531
C 5.95604 -1.67881 0.52684
C 2.41862 0.65984 0.37559
C -2.28984 -2.05204 -2.11138
C -6.05602 2.68927 -6.98366
C -1.10424 -6.51938 0.42507
C -0.37729 0.86563 -3.35580
C -2.02048 -1.94259 5.27416
C 2.32558 1.88127 1.23006
C -3.17272 1.50001 1.58002
C 3.75852 -1.26255 -0.38621
C 2.19468 4.10318 2.93137
C 0.62578 3.14479 -6.22981
C 3.62229 -0.12334 0.43330
C 4.05925 -3.69587 4.99058
C 3.84979 5.28285 1.52063
C 2.11235 -0.46827 4.53186
C 3.11995 3.02570 0.94104
C -1.92762 -1.62056 3.94169
C -5.04458 0.56669 -6.27506
C 4.95581 -2.01734 -0.33583
C 1.39947 0.22907 -0.42729
C 2.93659 -1.43971 5.07356
C -4.18807 2.43253 1.76689
C -3.16414 -0.10125 -1.82965
C 2.71357 -2.75879 3.08525
C -3.46685 0.18925 1.19408
C 0.41949 2.59889 -4.84223
C -5.51381 2.06313 1.58693
C -0.85206 -1.94781 6.08427
C -0.18843 1.36541 -4.63874
H 1.01581 -6.67071 -0.04042
H 0.24417 4.16331 -6.30808
H 5.32672 4.25640 -1.34109
H -0.84708 -0.10010 -3.21549
H 5.06023 -2.87472 -0.99109
H 3.97696 2.26173 -0.89637
H 6.86840 -2.26031 0.55920
H 2.15044 4.96691 3.58417
H -4.16097 -1.23275 -5.56104
H 1.32795 4.28533 -3.87176
H 0.72928 2.96126 4.01181
H -4.21344 2.08002 -2.83006
H 2.94276 -3.66071 2.52619
H 1.68900 3.17428 -6.47517
H 3.32255 -1.30873 6.07691
H -0.52587 0.78956 -5.49328
H 0.12252 2.53050 -6.97502
H 0.96322 3.41623 -1.57532
H 4.45674 -3.38902 5.95660
H -2.14727 1.81199 1.74554
H 4.89145 -3.97781 4.34288
H 1.31394 -4.17357 -0.00232
H 0.68851 -1.25197 -1.83972
H -6.85617 0.45667 1.10546
H -2.92885 -2.26400 -4.21158
H 4.55121 1.03176 2.00925
H 5.26221 6.19126 0.22063
H -5.07068 -1.19022 0.76782
H -3.12539 -5.99158 0.89965
H -6.30566 2.78543 1.74226
H 1.45446 -1.93406 1.54556
H 2.78964 -2.52279 -1.85498
H -5.27593 0.15137 -7.24608
H -1.75023 -2.94830 -1.86310
H -5.35260 3.43952 -4.51811
H -3.93799 3.44279 2.06722
H 3.79674 6.12958 2.19482
H 1.84232 0.41300 5.10084
H 6.58106 -0.32636 2.09668
H -1.29011 -7.58466 0.41497
H -3.48139 0.81942 -1.37015
H 3.44610 -4.58494 5.14887

The value obtained for the HOMO-LUMO gap (spin up / spin down) is 6.6 / 6.0 eV. As for the net charge: 0. The LUMO energy (spin up / spin down) comes out at -0.026 / -0.046 Ha. The value obtained for the HOMO energy (spin up / spin down) is -7.3 / -7.3 eV. Its spin multiplicity is 2.

These are the Mulliken partial charges, in e, on atoms 1 to 5:
1 Ru 0.567
2 S 1.580
3 S -0.407
4 S 1.742
5 O 0.712



Name the most stable of them. entry b.



Entry a
Computed, not measured: the ion C6H16N2 with charge -1, with wB97M-V/def2-TZVPD.

Positions of all 24 atoms, in Å:
N -1.82845 -0.61125 2.90035
N 1.44289 1.40052 -0.95643
C -0.44771 -0.17694 -0.95112
C 0.51620 0.39263 -3.13927
C 0.87084 0.19967 -1.66766
C -0.67165 0.21057 2.63410
C 0.27528 -0.39243 1.55821
C -0.42983 -1.01708 0.35110
H -1.62435 -1.57265 2.74471
H -1.03113 -0.74420 -1.68318
H 0.90021 -1.16637 2.00123
H 1.76877 2.10988 -1.60983
H -0.90181 0.77622 -0.68199
H 1.06952 1.10821 -3.73686
H 0.91184 0.46442 1.34066
H 0.07019 -1.93488 0.06454
H 1.74847 -0.45159 -1.63029
H 0.62716 -0.51529 -3.75905
H -0.52017 0.71814 -3.30706
H -0.06989 0.56389 3.47414
H -1.48588 -1.20016 0.55346
H -0.98044 1.16467 2.16499
H -2.41026 -0.39536 3.69715
H 2.20020 1.06939 -0.36190

The value obtained for the HOMO-LUMO gap (spin up / spin down) is 2.3 / 8.9 eV. As for the net charge: -1. The LUMO energy (spin up / spin down) comes out at 0.141 / 0.137 Ha. The value obtained for the HOMO energy (spin up / spin down) is 1.5 / -5.2 eV. Its spin multiplicity is 2.

These are the natural (NBO) partial charges, in e, on atoms 1 to 5:
1 N -0.877
2 N -0.939
3 C -0.401
4 C -0.769
5 C -0.373



Entry b
Computed, not measured: a structure of composition C6H16N2, with wB97M-V/def2-TZVPD.

Positions of all 24 atoms, in Å:
N 1.72599 1.08767 1.01786
N 0.73251 -1.37405 -0.05450
C 0.85063 3.28098 1.25164
C 1.17474 2.34433 -1.05031
C -1.84015 -2.89062 0.60127
C -0.09079 -1.95443 -0.93119
C -0.86900 -3.17557 -0.63703
C 1.20966 2.20947 0.44167
H 0.78425 3.36179 -1.20354
H -0.06894 -1.78890 -2.06353
H -1.36645 -3.34664 -1.53303
H -1.56645 1.33941 -0.12836
H 1.20344 3.34209 2.29967
H 2.15040 2.22764 -1.62417
H 1.92895 1.23502 1.96672
H -2.86083 -2.31297 0.27835
H 0.57351 1.53009 -1.51988
H -1.84351 1.47817 -0.75017
H 0.81256 4.30493 0.94103
H -1.40740 -2.18210 1.28444
H -0.42912 -1.16675 0.03230
H -2.18201 -3.69837 1.29615
H 1.46903 0.10373 0.56194
H -0.09103 -3.95490 -0.47734

The value obtained for the HOMO-LUMO gap (spin up / spin down) is 4.5 / 6.7 eV. As for the net charge: -1. The LUMO energy (spin up / spin down) comes out at 0.147 / 0.147 Ha. The value obtained for the HOMO energy (spin up / spin down) is -0.5 / -2.7 eV. Its spin multiplicity is 2.

These are the natural (NBO) partial charges, in e, on atoms 1 to 5:
1 N -0.854
2 N -0.978
3 C -0.652
4 C -0.666
5 C -0.640



Entry c
Computed, not measured: the ion C6H16N2 with charge -1, with wB97M-V/def2-TZVPD.

Positions of all 24 atoms, in Å:
N 1.88427 1.81657 -0.28681
N -0.33419 0.16448 0.62243
C 0.77427 -0.31873 -0.18235
C 1.00340 0.89179 -1.04489
C -1.18880 -2.14111 1.49552
C 1.73899 0.47333 -2.28978
C -2.59748 -0.21577 0.49731
C -1.38685 -0.61356 1.30476
H -2.63965 -0.78608 -0.46251
H -0.23878 -2.45162 1.76855
H 0.28720 -1.21775 -0.63533
H -3.59333 -0.24884 0.92421
H -1.47386 -2.55401 0.55795
H 2.85189 1.53035 -0.43571
H 0.18895 0.73749 1.25852
H 0.11369 1.50721 -1.31237
H -2.68057 0.88163 0.17751
H 2.78848 0.83684 -2.35325
H -1.34362 -0.09164 2.39713
H 1.82419 -0.70216 -2.19250
H -1.62764 -2.63774 2.39212
H 1.68902 2.74720 -0.36859
H 1.56147 -0.69829 0.52830
H 1.38088 0.82440 -3.27683

The value obtained for the HOMO-LUMO gap (spin up / spin down) is 2.4 / 8.5 eV. As for the net charge: -1. The LUMO energy (spin up / spin down) comes out at 0.142 / 0.140 Ha. The value obtained for the HOMO energy (spin up / spin down) is 1.5 / -4.7 eV. Its spin multiplicity is 2.

These are the natural (NBO) partial charges, in e, on atoms 1 to 5:
1 N -0.872
2 N -0.670
3 C -0.399
4 C -0.121
5 C -1.052



Name the most stable of them. entry a.